# C35H42AsBeN3S

C35H42AsBeN3S as an isolated structure (ωB97M-V/def2-TZVPD, the OMol25 dataset).

Last column: Löwdin charge in e.
Geometry (Å):
Be -1.33374 -0.66381 0.51523  0.25
C 2.09866 -0.17540 3.92081  -0.09
C 0.76779 -0.54708 3.26692  -0.20
C 0.43074 -2.01782 3.33203  -0.16
C 0.57785 -2.69034 4.53788  -0.04
C 0.22428 -4.02207 4.67150  -0.07
C -0.33070 -4.68414 3.59502  -0.05
C -0.52556 -4.04703 2.37292  -0.17
C -1.30292 -4.81278 1.32064  -0.20
C -0.53668 -5.99276 0.72208  -0.09
C -0.08930 -2.71696 2.23028  -0.16
N -0.30022 -2.04410 0.99162  0.06
C 0.03940 -2.64148 -0.11451  -0.07
C -0.54046 -2.14073 -1.30034  -0.32
C -0.47596 -2.45561 -2.65671  -0.03
C -1.42606 -1.64252 -3.28043  -0.09
C -2.02121 -0.87531 -2.27298  -0.13
N -1.50482 -1.17772 -1.07770  0.03
H 2.25701 0.90212 3.87593  0.06
H 2.94007 -0.66097 3.42679  0.07
H 2.12385 -0.46283 4.97124  0.06
H 0.75593 -0.22425 2.22670  0.04
H -0.03843 0.00502 3.76040  0.12
H 0.96912 -2.15779 5.39440  0.11
H 0.35431 -4.52978 5.61811  0.10
H -0.66683 -5.70837 3.70750  0.11
H -1.64499 -4.15511 0.52318  0.10
H -2.20714 -5.19310 1.80330  0.12
H 0.34617 -5.66143 0.17385  0.06
H -1.16848 -6.55217 0.03213  0.07
H -0.19779 -6.67604 1.50087  0.07
H 0.69897 -3.50588 -0.11389  0.14
H 0.17820 -3.17825 -3.11651  0.10
H -1.67206 -1.61569 -4.32899  0.09
H -2.80169 -0.13606 -2.36957  0.12
C 0.62029 1.49747 -4.83373  -0.06
C 0.53997 2.98981 -4.51219  -0.55
C 1.94491 3.59839 -4.62869  -0.04
C -0.38294 3.64774 -5.54692  -0.05
C -0.00807 3.24686 -3.10758  -0.17
C -0.23768 4.57473 -2.69986  -0.03
C -0.78724 4.88564 -1.47501  -0.07
C -1.11533 3.84054 -0.61718  -0.47
S -1.90768 3.88410 0.92510  1.11
C -1.83134 2.14140 0.98138  -0.51
N -1.24168 1.58093 -0.02571  0.08
C -0.85293 2.51610 -0.97374  -0.30
C -0.30125 2.22155 -2.22472  0.01
C -2.41461 1.32321 2.05092  -0.25
C -3.04084 1.89344 3.15441  -0.06
C -3.57522 1.07206 4.13242  -0.09
C -3.47131 -0.30631 3.99140  -0.08
C -2.82810 -0.85070 2.88569  -0.10
C -2.28185 -0.05990 1.87020  -0.09
H 0.96978 1.36731 -5.85925  0.09
H -0.35295 1.01351 -4.74364  0.08
H 1.31702 0.97793 -4.17585  0.08
H 2.37104 3.37675 -5.60906  0.09
H 2.61117 3.18934 -3.86857  0.07
H 1.92166 4.68238 -4.50888  0.08
H -0.01172 3.45227 -6.55478  0.09
H -0.43777 4.72857 -5.41661  0.07
H -1.39495 3.24648 -5.47152  0.09
H 0.00136 5.38623 -3.37442  0.11
H -0.97929 5.91407 -1.20113  0.11
H -0.15293 1.18328 -2.48224  0.09
H -3.11061 2.97163 3.25429  0.09
H -4.06691 1.50010 4.99594  0.10
H -3.88517 -0.95713 4.75179  0.10
H -2.75107 -1.93125 2.82108  0.09
C 2.13001 1.95221 1.11987  -0.31
As 1.89946 0.49844 -0.18355  1.10
C 3.23806 -0.79110 0.44791  -0.32
C 3.06635 1.33288 -1.52346  -0.32
H 3.15296 1.98634 1.49596  0.03
H 1.43539 1.85985 1.95246  0.00
H 1.91220 2.88679 0.60029  0.02
H 4.15503 -0.29216 0.76337  0.03
H 3.46763 -1.46749 -0.37675  0.02
H 2.84329 -1.38380 1.27113  0.00
H 4.00046 1.65430 -1.06008  0.03
H 2.55831 2.19766 -1.94700  -0.01
H 3.28778 0.62576 -2.32317  0.02

Atomic forces in eV per Å
Be -0.439 0.158 0.170
C -0.042 0.012 -0.016
C 0.039 -0.030 0.028
C -0.010 0.018 0.001
C 0.039 -0.022 -0.009
C 0.020 0.002 -0.005
C -0.040 0.007 0.014
C -0.007 0.033 -0.015
C 0.048 -0.018 0.003
C -0.018 0.029 -0.012
C -0.089 0.079 0.038
N 0.099 0.036 -0.188
C 0.085 0.053 0.027
C -0.162 -0.101 -0.055
C 0.044 0.051 0.040
C 0.014 0.042 0.006
C -0.066 0.035 -0.032
N 0.325 -0.051 0.073
H 0.011 -0.002 -0.001
H 0.018 -0.029 -0.020
H 0.002 0.026 0.009
H 0.014 0.021 0.008
H -0.028 0.008 -0.039
H 0.003 -0.005 0.009
H -0.008 0.001 0.014
H -0.001 -0.018 -0.004
H -0.038 0.006 0.011
H 0.008 -0.012 -0.007
H 0.027 0.001 -0.005
H -0.005 -0.014 -0.012
H 0.005 -0.011 0.015
H -0.007 -0.022 0.013
H 0.005 -0.033 -0.025
H -0.007 0.005 -0.022
H -0.008 0.030 -0.005
C 0.020 0.039 0.030
C 0.009 -0.002 0.012
C -0.023 0.000 -0.008
C -0.015 -0.009 -0.005
C 0.014 -0.002 0.002
C 0.002 0.010 0.006
C -0.021 -0.015 0.014
C 0.026 0.001 -0.015
S 0.011 -0.087 0.009
C -0.002 0.059 0.012
N -0.024 -0.077 0.018
C -0.006 -0.017 0.010
C -0.064 0.026 -0.008
C 0.114 0.048 -0.020
C -0.009 0.051 0.029
C 0.005 -0.010 -0.013
C 0.027 0.010 -0.001
C -0.047 -0.009 -0.057
C -0.012 -0.208 0.045
H 0.008 -0.006 -0.003
H -0.026 -0.017 -0.003
H 0.041 -0.037 0.055
H -0.003 0.012 -0.026
H 0.020 -0.008 -0.031
H 0.001 0.009 0.013
H 0.008 0.000 -0.013
H -0.004 0.004 0.002
H -0.012 -0.006 -0.004
H 0.017 0.010 -0.006
H 0.004 0.023 0.003
H 0.024 -0.050 -0.011
H -0.011 -0.002 0.007
H -0.005 0.007 0.010
H -0.009 -0.009 0.013
H -0.002 -0.033 0.006
C -0.019 0.018 0.006
As 0.095 0.031 -0.139
C 0.022 0.032 0.059
C 0.040 -0.045 -0.014
H 0.007 0.007 0.004
H 0.008 -0.007 -0.013
H -0.012 0.002 -0.015
H 0.010 -0.014 0.017
H -0.002 0.011 -0.011
H -0.021 -0.020 0.037
H 0.007 -0.003 -0.021
H -0.011 -0.006 0.023
H -0.015 0.003 -0.013

Calculated values
Highest occupied orbital energy in eV: -7.8
Strongest force on any atom in eV/A: 0.496
Molar mass in g mol⁻¹: 620.7
Multiplicity: 1

---

# C35H42AsCl3GeN2O3PtSe2

C35H42AsCl3GeN2O3PtSe2 as an isolated structure in a non-equilibrium geometry (ωB97M-V/def2-TZVPD, the OMol25 dataset).

Last column: Löwdin spin population.
Geometry (Å):
Pt -0.25331 -0.00371 0.28447  0.00
C 4.03584 -2.04358 -0.50036  0.00
Se 2.59192 -1.47201 0.64940  0.00
C 3.40003 0.17114 1.33014  0.00
C 3.51337 1.25180 0.27756  0.00
Se 1.75911 2.00044 -0.21829  0.01
C 2.19060 2.37396 -2.07070  0.00
H 4.92679 -2.20479 0.10832  0.00
H 4.24433 -1.31599 -1.28362  0.00
H 3.73379 -2.98299 -0.95763  0.00
H 4.38745 -0.10331 1.70804  0.00
H 2.77467 0.48099 2.16684  0.00
H 3.98419 0.88054 -0.63095  0.00
H 4.10834 2.08155 0.65802  0.00
H 3.15038 2.88564 -2.08707  0.00
H 1.42261 3.02563 -2.47500  0.00
H 2.23130 1.45217 -2.64567  0.00
C -1.86541 -4.69316 -1.02383  0.00
C -1.43925 -3.72051 -2.14061  0.00
C -0.24629 -4.30235 -2.92381  0.00
C -2.61595 -3.41997 -3.08590  0.00
C -1.02133 -2.47661 -1.50386  0.01
C -0.66009 -1.44448 -0.93609  0.01
H -2.29290 -5.59188 -1.46778  0.00
H -2.60908 -4.23575 -0.37008  0.00
H -1.00429 -4.98185 -0.41873  0.00
H -0.52846 -5.27138 -3.33385  0.00
H 0.61461 -4.44032 -2.26792  0.00
H 0.04316 -3.64637 -3.74447  0.00
H -2.90082 -4.32984 -3.61312  0.00
H -2.33877 -2.66646 -3.82484  0.01
H -3.47857 -3.05736 -2.52631  0.00
O 2.65600 3.28337 5.65727  0.00
C 1.54397 4.14826 5.57314  0.00
N 0.55130 3.44658 4.79047  0.00
C -0.27291 4.10339 3.94176  0.00
O -0.29344 5.30420 3.79797  0.00
C -1.14358 3.23655 3.06769  0.00
C -2.43208 3.63804 2.73459  0.00
C -3.15788 2.89236 1.81607  0.00
C -2.55380 1.81181 1.20314  0.00
N -1.29806 1.45567 1.49708  0.00
C -0.61107 2.13644 2.42572  0.00
H 3.34084 3.69840 6.19433  0.00
H 1.77222 5.08303 5.05916  0.00
H 1.15153 4.39368 6.56494  0.00
H 0.46984 2.45564 4.96168  0.00
H -2.84674 4.52946 3.18852  0.00
H -4.16957 3.16609 1.55259  0.00
H -3.07568 1.21376 0.46615  0.00
H 0.38961 1.79086 2.64994  0.00
O 0.46388 -0.74313 2.17042  0.00
As -0.21170 -1.88674 3.27163  0.00
C -0.16761 -0.95947 4.93816  0.00
C 1.05521 -0.43272 5.35795  0.00
C 1.10569 0.31419 6.52360  0.00
C -0.05923 0.54367 7.25003  0.00
C -1.27260 0.01777 6.82454  0.00
C -1.33398 -0.73991 5.66340  0.00
C -1.99529 -2.39567 2.80969  0.00
C -2.91876 -1.39759 2.50631  0.00
C -4.23414 -1.74185 2.24096  0.00
C -4.62348 -3.07596 2.29611  0.00
C -3.70062 -4.06568 2.60784  0.00
C -2.37895 -3.73145 2.86830  0.00
C 0.88760 -3.44807 3.17254  0.00
C 1.03176 -4.03103 1.91096  0.00
C 1.79240 -5.18174 1.77822  0.00
C 2.39044 -5.74578 2.90220  0.00
C 2.23979 -5.16363 4.15233  0.00
C 1.48182 -4.00715 4.29621  0.00
H 1.95412 -0.62220 4.78165  0.00
H 2.05078 0.70890 6.86945  0.00
H -0.01815 1.12950 8.15874  0.00
H -2.17007 0.19002 7.40301  0.00
H -2.27084 -1.17211 5.33353  0.00
H -2.60864 -0.36190 2.51223  0.00
H -4.96127 -0.97329 2.01366  0.00
H -5.65625 -3.34354 2.11672  0.00
H -4.01182 -5.09989 2.66685  0.00
H -1.66358 -4.50135 3.13094  0.00
H 0.51137 -3.59891 1.06050  0.00
H 1.90206 -5.65495 0.81080  0.00
H 2.96415 -6.65757 2.80267  0.00
H 2.71044 -5.60890 5.01817  0.00
H 1.35217 -3.55138 5.27061  0.00
Cl -4.14173 0.52873 -2.70526  0.17
Ge -2.15972 0.71722 -3.48360  0.49
Cl -1.04219 1.65610 -1.68729  0.12
Cl -2.02425 2.27237 -4.92103  0.18

Atomic forces in eV per Å
Pt 0.117 1.730 -0.271
C 0.032 0.196 -0.299
Se -0.126 0.291 -0.218
C -0.117 0.057 -0.170
C 0.171 -0.227 0.216
Se 0.204 -0.170 0.876
C -0.386 -0.285 -0.309
H -0.065 0.022 0.036
H 0.034 -0.038 0.022
H -0.027 0.001 0.039
H -0.010 0.053 0.007
H 0.038 -0.067 0.057
H -0.065 0.062 -0.047
H -0.033 0.173 -0.055
H 0.069 -0.009 0.189
H -0.013 0.046 0.078
H 0.076 -0.031 0.021
C 0.053 0.096 0.060
C -0.168 0.108 -0.214
C 0.056 0.111 0.047
C 0.019 -0.060 0.085
C 0.195 0.501 0.448
C 0.159 -1.153 0.734
H 0.013 0.004 -0.037
H -0.043 -0.036 -0.023
H -0.021 -0.028 0.003
H -0.025 -0.001 -0.006
H 0.001 -0.048 -0.019
H -0.009 -0.022 -0.020
H -0.017 0.010 -0.013
H 0.025 -0.046 -0.054
H -0.021 -0.015 -0.008
O -0.037 -0.117 -0.097
C 0.013 0.300 0.143
N 0.109 -0.055 -0.062
C 0.330 -0.050 0.177
O -0.218 -0.033 -0.042
C -0.034 -0.019 -0.180
C -0.030 -0.008 -0.010
C 0.084 0.046 0.117
C -0.199 -0.082 -0.173
N 0.997 -0.130 -0.313
C 0.043 -0.073 0.129
H -0.048 0.022 0.006
H 0.001 -0.026 -0.035
H 0.022 -0.096 0.015
H -0.154 0.001 0.030
H 0.009 0.015 -0.006
H -0.013 -0.056 -0.018
H 0.054 0.035 -0.041
H 0.025 -0.016 -0.043
O -0.819 0.649 -1.783
As -0.408 -0.823 0.384
C 0.142 0.017 -0.212
C -0.053 -0.072 -0.070
C 0.064 -0.017 0.027
C -0.028 -0.027 -0.046
C 0.001 0.031 0.035
C -0.024 -0.135 -0.093
C 0.171 0.249 -0.002
C -0.017 -0.068 0.032
C 0.027 0.032 -0.014
C 0.028 -0.014 0.007
C -0.023 -0.004 0.024
C 0.122 -0.002 0.019
C -0.112 0.191 -0.019
C -0.153 -0.115 0.129
C -0.128 0.076 0.024
C 0.011 0.000 0.013
C 0.013 0.019 0.012
C 0.005 0.117 0.001
H 0.056 0.042 0.073
H -0.002 0.046 -0.018
H 0.005 -0.020 0.016
H -0.005 -0.011 -0.001
H -0.035 0.050 0.046
H -0.079 -0.004 0.019
H -0.019 -0.008 0.016
H 0.004 0.001 -0.029
H -0.007 0.001 -0.008
H -0.011 -0.016 -0.035
H 0.078 -0.072 -0.050
H -0.005 -0.010 0.010
H 0.032 0.020 -0.004
H -0.027 -0.015 0.003
H 0.034 -0.035 0.022
Cl 0.269 -0.066 -0.076
Ge -0.374 0.095 -0.055
Cl 0.159 -0.767 0.660
Cl 0.041 -0.221 0.194

Calculated values
Energy above the lowest of the compared OMol25 structures with the same formula, charge and spin in kJ/mol: 610.2
<S²>: 0.76
Highest occupied orbital energy (alpha / beta) in eV: -16.3 / -16.3
Strongest force on any atom in eV/A: 2.067
Total charge: +3
Molar mass in g mol⁻¹: 1145.6
Multiplicity: 2